No. 1
A structure of composition C25H63Cr2O25S7, computed with ωB97M-V with the def2-TZVPD basis set.

Last column: Mulliken charge in e.
Atoms and positions in Å:
Cr -1.43 -4.31 -0.26  0.786
Cr 0.58 -4.40 2.36  0.819
C 1.43 -1.88 -0.64  -1.267
C 0.68 -1.86 0.68  1.967
C -0.23 -0.64 0.72  -0.543
O -0.01 -3.05 0.89  0.378
H 0.76 -1.83 -1.50  -0.045
H 2.13 -2.71 -0.68  0.369
H 2.02 -0.96 -0.77  0.354
H 1.38 -1.60 1.49  -1.250
H -1.05 -0.65 -0.01  -0.637
H 0.34 0.28 0.61  0.178
H -0.79 -0.58 1.67  0.353
C -0.36 -6.41 0.86  1.347
O -0.74 -6.46 -0.36  -0.616
O 0.87 -6.33 1.27  -0.779
O -1.02 -5.47 1.53  -1.030
O 2.38 5.46 5.35  -0.629
S 3.18 4.35 4.97  1.184
O 3.09 3.13 5.71  -0.603
O 2.78 4.05 3.46  -0.258
C 3.48 3.03 2.73  -0.437
C 2.47 2.09 2.11  -0.884
C 4.88 4.82 4.77  -0.852
H 4.08 2.47 3.45  0.474
H 4.05 3.48 1.93  0.224
H 1.66 1.80 2.79  0.280
H 2.99 1.23 1.71  0.256
H 1.91 2.61 1.33  0.288
H 5.33 4.94 5.76  0.369
H 4.88 5.81 4.33  0.303
H 5.38 4.05 4.19  0.320
O -1.62 -0.73 -2.95  -0.756
S -2.50 -1.70 -2.42  0.982
O -1.97 -2.67 -1.51  0.246
O -3.66 -1.04 -1.62  0.056
C -4.20 0.26 -2.11  0.308
C -5.60 0.29 -1.52  -1.207
C -3.40 -2.50 -3.74  -1.209
H -4.29 0.32 -3.19  0.563
H -3.54 0.97 -1.65  -0.637
H -5.57 0.37 -0.43  0.189
H -6.08 -0.66 -1.75  0.368
H -6.17 1.09 -1.99  0.471
H -4.32 -1.96 -3.90  0.486
H -3.57 -3.51 -3.37  0.347
H -2.75 -2.56 -4.61  0.294
O 0.26 5.32 -3.37  -0.651
S 1.37 4.94 -2.58  1.340
O 1.21 4.65 -1.18  -0.505
O 2.02 3.67 -3.26  -0.335
C 3.31 3.23 -2.78  -0.292
C 3.21 1.79 -2.27  -0.895
C 2.62 6.20 -2.76  -1.153
H 3.70 3.86 -1.98  0.347
H 4.00 3.29 -3.63  0.332
H 3.39 1.75 -1.20  0.073
H 4.03 1.26 -2.76  0.391
H 2.35 1.21 -2.57  0.236
H 3.49 5.87 -3.32  0.361
H 2.95 6.41 -1.74  0.361
H 2.15 7.09 -3.15  0.413
O 2.43 -4.73 -2.54  -0.736
S 1.08 -5.06 -2.86  1.150
O 0.03 -4.40 -2.14  -0.501
O 0.81 -4.78 -4.41  -0.259
C 1.39 -3.55 -4.89  -0.030
C 0.92 -3.41 -6.35  -1.206
C 0.87 -6.82 -2.81  -1.149
H 2.48 -3.58 -4.86  0.343
H 0.98 -2.69 -4.34  0.151
H 1.57 -2.67 -6.81  0.392
H -0.11 -3.06 -6.33  0.210
H 1.00 -4.36 -6.86  0.337
H -0.18 -7.01 -2.64  0.261
H 1.46 -7.12 -1.95  0.383
H 1.19 -7.24 -3.76  0.424
O 1.29 -0.78 4.64  -0.592
S 1.90 -2.05 4.75  1.230
O 1.40 -3.13 3.94  -0.637
O 3.44 -1.88 4.55  -0.300
C 3.94 -1.32 3.30  0.483
C 5.45 -1.20 3.43  -1.433
C 1.95 -2.62 6.41  -1.173
H 3.49 -0.33 3.18  -0.109
H 3.71 -2.03 2.51  0.179
H 5.85 -1.14 2.41  0.406
H 5.90 -2.01 4.00  0.382
H 5.75 -0.25 3.87  0.324
H 2.33 -3.64 6.33  0.376
H 0.92 -2.63 6.76  0.414
H 2.53 -2.03 7.11  0.367
O -3.36 -3.84 0.72  -0.173
S -4.66 -3.44 1.21  0.941
O -5.24 -4.02 2.36  -0.625
O -4.62 -1.88 1.36  -0.014
C -4.08 -1.25 2.54  -0.367
C -3.51 0.11 2.18  -0.875
C -5.83 -3.51 -0.09  -0.795
H -3.31 -1.91 2.95  0.324
H -4.81 -1.20 3.35  0.290
H -4.27 0.89 2.27  0.356
H -3.15 0.09 1.16  -0.038
H -2.70 0.40 2.84  0.472
H -6.11 -4.54 -0.29  0.440
H -5.51 -3.00 -1.00  -0.010
H -6.68 -2.92 0.23  0.374
O -4.11 2.93 -0.24  -0.559
S -3.25 3.75 -1.01  1.273
O -3.61 4.13 -2.33  -0.688
O -2.87 5.02 -0.14  -0.337
C -2.14 6.09 -0.80  0.012
C -2.75 7.43 -0.42  -1.356
C -1.60 3.05 -0.98  -0.611
H -2.10 5.96 -1.88  0.434
H -1.11 6.04 -0.44  0.146
H -3.83 7.41 -0.53  0.321
H -2.25 8.13 -1.10  0.378
H -2.51 7.71 0.60  0.329
H -1.55 1.96 -1.02  0.043
H -0.94 3.56 -0.30  0.482
H -1.25 3.39 -1.96  0.203

Frontier orbital gap (spin up / spin down): 8.41 / 9.27 eV
Multiplicity: 9
Net charge: +1

---

No. 2
A cluster of 3 separate species, C25H63FIN8O2P2 in total, computed with ωB97M-V with the def2-TZVPD basis set.

Last column: Mulliken charge in e.
Atoms and positions in Å:
C -2.80 6.94 -0.42  -1.223
C -2.64 6.54 -1.91  -0.424
C -1.33 5.78 -2.20  -0.541
N -1.55 4.52 -2.95  -0.147
C -1.18 3.32 -2.31  -1.639
C -2.39 2.35 -2.17  0.538
C -3.15 2.73 -0.87  -1.195
C -3.32 1.61 0.14  0.507
C -2.06 1.31 0.93  -0.766
F -4.35 1.96 1.01  -0.375
C -1.77 0.92 -2.31  -1.385
C -0.26 1.14 -2.33  -0.448
N -0.20 2.44 -3.07  0.184
C 1.12 2.94 -3.56  -1.229
C 2.21 2.95 -2.50  0.548
C 2.02 4.00 -1.39  -0.615
I 4.03 3.40 -3.54  0.115
H -1.99 6.57 0.20  0.360
H -3.73 6.56 -0.01  0.301
H -2.81 8.02 -0.34  0.298
H -2.63 7.44 -2.51  0.487
H -3.50 5.94 -2.21  0.323
H -0.69 6.41 -2.81  0.403
H -0.79 5.60 -1.27  0.114
H -2.52 4.47 -3.22  0.389
H -0.81 3.37 -1.29  0.868
H -3.08 2.42 -3.01  0.823
H -2.67 3.57 -0.36  0.247
H -4.15 3.04 -1.16  0.229
H -3.65 0.72 -0.40  0.281
H -1.15 1.54 0.39  0.131
H -2.07 1.92 1.84  0.491
H -2.00 0.27 1.24  -0.134
H -2.05 0.16 -1.60  0.337
H -1.97 0.54 -3.32  0.540
H 0.15 1.33 -1.34  0.370
H 0.27 0.33 -2.83  0.345
H -0.72 2.23 -3.93  0.435
H 1.02 3.89 -4.07  0.357
H 1.44 2.23 -4.33  0.618
H 2.28 1.96 -2.06  -0.197
H 1.02 4.42 -1.36  -0.067
H 2.71 4.83 -1.46  0.483
H 2.20 3.53 -0.42  0.245
O -1.92 -1.22 4.33  -0.831
P -2.36 -2.62 4.57  0.690
N -0.88 -3.45 4.62  0.191
C -0.60 -4.76 4.07  -0.792
C -0.10 -3.18 5.82  -1.148
N -3.20 -2.90 3.09  0.261
C -2.42 -3.07 1.87  -1.318
C -4.24 -1.91 2.86  -1.096
N -3.30 -3.71 5.53  0.082
C -4.02 -4.80 4.89  -0.848
C -4.16 -3.05 6.53  -0.921
H -0.96 -5.59 4.70  0.307
H 0.48 -4.87 3.96  0.357
H -1.02 -4.88 3.08  0.126
H -0.42 -3.80 6.67  0.328
H -0.19 -2.13 6.10  0.346
H 0.96 -3.37 5.63  0.368
H -1.63 -2.32 1.84  0.438
H -3.07 -2.96 1.00  0.380
H -1.99 -4.06 1.77  0.247
H -3.84 -0.95 2.52  0.258
H -4.81 -1.72 3.77  0.231
H -4.95 -2.28 2.11  0.447
H -4.92 -4.46 4.35  0.304
H -4.32 -5.50 5.67  0.387
H -3.39 -5.34 4.19  0.236
H -5.02 -2.53 6.07  0.295
H -3.59 -2.32 7.10  0.309
H -4.55 -3.79 7.24  0.359
O 2.17 -1.04 -1.41  -0.858
P 3.48 -1.55 -1.92  0.646
N 3.43 -3.21 -1.66  0.278
C 4.53 -4.07 -1.26  -0.768
C 2.47 -3.90 -2.51  -1.121
N 4.60 -0.79 -0.83  0.225
C 4.86 -1.36 0.49  -1.209
C 4.29 0.62 -0.71  -0.531
N 4.53 -1.49 -3.30  0.028
C 5.97 -1.39 -3.10  -0.878
C 4.10 -0.58 -4.36  -0.734
H 5.19 -4.34 -2.09  0.313
H 4.12 -5.00 -0.86  0.375
H 5.12 -3.63 -0.47  0.051
H 2.89 -4.12 -3.50  0.323
H 1.57 -3.30 -2.64  0.268
H 2.16 -4.84 -2.05  0.383
H 3.95 -1.70 1.01  0.386
H 5.35 -0.62 1.12  0.368
H 5.56 -2.19 0.43  0.359
H 3.42 0.79 -0.05  0.366
H 4.03 1.03 -1.69  -0.474
H 5.14 1.18 -0.33  0.492
H 6.29 -0.39 -2.80  0.289
H 6.45 -1.63 -4.05  0.390
H 6.33 -2.10 -2.37  0.276
H 4.22 0.48 -4.08  0.093
H 3.04 -0.74 -4.59  0.255
H 4.66 -0.76 -5.28  0.437

Frontier orbital gap: 7.43 eV
Net charge: +1

---

| no. | E (eV) | largest force on an atom (eV/Å) |
| --- | --- | --- |
| 1 | -210816.0229 | 7.05 |
| 2 | -72351.7707 | 5.01 |